Record 1
# C15H26NO2PV

A structure of composition C15H26NO2PV (the ωB97M-V functional and the def2-TZVPD basis, the Open Molecules 2025 dataset).

## Properties
- gap between HOMO and LUMO (spin up / spin down) (eV) = 5.43 / 6.72
- HOMO energy (spin up / spin down) (eV) = -15.66 / -15.83
- LUMO (spin up / spin down) (eV) = -10.2 / -9.1
- expectation value of S² = 1.063

```
! wB97M-V def2-TZVPD RIJCOSX def2/J DEFGRID3
* xyz 2 2
V 0.827 0.318 0.793
P 0.442 1.688 -1.117
O 0.439 2.786 2.645
O 1.711 0.906 2.485
N 0.524 -3.050 -0.599
C -3.479 0.944 -0.376
C 1.828 -3.572 -0.915
C -0.870 -2.081 1.144
C -4.056 -0.215 0.170
C 1.328 2.018 3.059
C -0.324 -2.835 -1.742
C 2.115 2.312 4.332
C 0.478 0.922 -2.780
C 1.258 3.286 -1.362
C -1.313 0.168 0.297
C -1.845 -1.030 0.727
C -3.237 -1.196 0.728
C -1.339 2.217 -1.047
C -2.083 1.105 -0.366
C 0.500 -2.002 0.389
H 1.697 -4.418 -1.602
H 2.505 -2.828 -1.383
H 0.280 1.705 -3.523
H -0.062 -1.939 -2.345
H -0.246 -3.718 -2.390
H -4.098 1.724 -0.830
H 2.736 0.324 -0.050
H -1.340 3.151 -0.468
H 1.425 2.581 5.123
H -0.631 -2.019 2.220
H 0.714 3.885 -2.105
H -1.291 -3.073 0.964
H 2.296 -3.919 0.017
H -3.662 -2.107 1.160
H -5.140 -0.345 0.146
H 2.775 -0.329 0.404
H -0.278 0.136 -2.868
H 2.763 3.168 4.133
H -1.368 -2.716 -1.421
H 2.718 1.450 4.618
H 2.286 3.125 -1.701
H 1.265 3.813 -0.401
H 0.685 -1.044 -0.227
H -1.712 2.428 -2.059
H 1.466 0.488 -2.972
H 1.316 -2.213 1.092
*
```

***

Record 2
# C29H86N16O11

A cluster of 11 separate species, C29H86N16O11 in total (the ωB97M-V functional and the def2-TZVPD basis, the Open Molecules 2025 dataset).

## Properties
- gap between HOMO and LUMO (eV) = 8.17
- HOMO energy (eV) = -8.25
- LUMO (eV) = -0.1
- SMILES = COC[C@H](C)N.COC[C@H](C)N.COC[C@H](C)N.COC[C@H](C)N.COC[C@H](C)N.COC[C@H](C)N.NC(N)=O.NC(N)=O.NC(N)=O.NC(N)=O.NC(N)=O
- ΔE to the lowest compared entry with this formula, charge and spin (kcal/mol) = 139.8

```
! wB97M-V def2-TZVPD RIJCOSX def2/J DEFGRID3
* xyz 0 1
O -3.405 3.308 -1.463
O -0.266 -3.506 0.445
O 2.027 2.513 -3.314
O 4.214 0.249 2.971
O -2.211 -1.081 -4.345
O 3.006 -1.595 -2.437
O -3.225 -5.640 4.384
O -0.894 0.567 -0.417
O -0.952 3.420 -5.466
O -4.442 -2.649 -2.479
O -1.427 -0.706 5.980
N 1.941 -3.339 -0.136
N -4.786 3.216 0.266
N 2.746 3.590 -0.460
N -2.742 3.970 -4.125
N 0.795 -0.531 0.423
N 1.196 0.755 -1.179
N 1.261 -4.907 1.255
N 5.265 2.498 4.699
N -3.898 -0.750 -1.332
N -1.742 -2.702 2.705
N -2.133 0.130 3.045
N 3.641 -0.533 -0.007
N -1.069 2.888 -3.283
N -2.761 -2.461 -1.003
N -4.832 -1.691 -5.534
N -2.939 2.210 0.458
C 4.346 -0.057 -1.215
C 3.922 2.173 4.484
C 1.906 2.133 -4.716
C -4.385 0.008 -7.148
C -1.069 0.704 3.884
C -3.816 -3.584 2.022
C 4.255 -1.045 -2.440
C -2.205 -4.828 3.765
C -3.810 -2.028 -1.655
C 0.263 0.309 -0.376
C -2.859 -0.158 -5.216
C 3.773 5.525 -1.566
C -1.088 -0.615 -3.602
C -2.819 -3.491 3.212
C 5.861 0.299 -0.878
C -3.705 2.926 -0.332
C 2.976 3.303 4.890
C 3.588 1.530 3.099
C 2.534 -2.171 -3.677
C 3.347 -0.813 3.523
C -2.822 -6.960 4.684
C -1.495 0.596 5.389
C -2.230 -0.867 7.147
C 0.891 -3.827 0.568
C -0.994 2.131 3.351
C -1.544 3.431 -4.347
C -3.748 -0.940 -6.226
C 3.130 3.338 -2.938
C 2.798 4.303 -1.733
H 3.331 3.961 -3.810
H -3.589 -7.593 5.131
H 3.632 3.306 -0.066
H -5.486 3.700 -0.278
H -0.241 -0.316 -4.219
H 4.959 -1.869 -2.322
H -2.455 -0.821 3.152
H -4.636 -4.221 2.356
H 3.937 2.646 -2.698
H 2.519 1.348 2.986
H 1.964 2.898 4.895
H 3.511 6.042 -2.489
H 2.362 2.678 -0.662
H -2.132 -0.108 7.923
H 3.808 -1.528 0.044
H -0.916 1.272 6.017
H -5.016 2.633 1.057
H -1.864 0.200 2.074
H -0.062 2.852 -3.360
H -3.370 -0.246 -0.634
H -0.202 0.130 3.557
H 4.456 -0.506 -3.365
H -1.604 -5.285 2.979
H -2.170 1.777 -0.033
H -4.209 -2.599 1.771
H -3.592 0.667 -7.502
H 2.566 -1.234 2.890
H -1.886 2.728 3.542
H 3.057 3.667 5.914
H 3.849 2.342 2.420
H -1.446 -4.443 4.446
H -4.483 -0.166 -1.912
H 3.043 4.207 4.284
H -3.075 1.957 1.427
H 5.792 1.646 4.827
H 0.950 1.128 -2.085
H 3.897 0.914 -1.422
H -3.280 4.492 -4.802
H -3.511 0.519 -4.662
H -1.413 0.253 -3.027
H -2.527 0.936 5.473
H -3.162 -2.950 4.094
H 4.852 5.374 -1.512
H 2.854 -0.435 4.419
H 2.113 -5.218 0.809
H -2.398 -3.392 -1.147
H 1.783 -0.737 0.455
H 2.137 0.554 -0.873
H 1.639 2.978 -5.350
H 6.449 -0.612 -0.773
H 1.620 -2.731 -3.477
H -3.080 -1.631 -6.739
H -5.227 -0.961 -4.957
H 4.039 -1.605 3.809
H 1.821 4.772 -1.856
H -1.473 3.186 -2.407
H -2.006 -1.824 7.620
H -3.271 -0.812 6.829
H -3.023 3.733 -3.184
H -5.634 -1.813 -6.135
H -2.226 -1.761 -0.508
H 0.612 -5.604 1.589
H 3.431 6.021 -0.657
H 3.892 1.424 5.275
H 3.351 -2.801 -4.027
H 0.243 -0.988 1.135
H -0.756 -1.389 -2.910
H 1.765 -2.652 -0.855
H -1.370 -3.192 1.904
H -2.100 0.442 -5.718
H 2.344 -1.448 -4.470
H -1.093 -2.682 3.479
H 5.917 1.058 -0.097
H -2.388 -7.652 3.962
H 3.980 -0.115 0.847
H 2.870 1.720 -5.015
H 5.636 2.811 3.813
H -0.139 2.608 3.829
H -0.732 2.197 2.295
H -4.951 -0.468 -7.949
H -5.120 0.618 -6.622
H 6.319 0.751 -1.758
H 1.284 1.272 -4.961
H -2.034 -6.731 5.402
H -3.473 -4.086 1.118
H 2.866 -3.744 -0.144
*
```

***

Record 3
# C10H21N5OPtSSiTe

A structure of composition C10H21N5OPtSSiTe (the ωB97M-V functional and the def2-TZVPD basis, the Open Molecules 2025 dataset).

## Properties
- gap between HOMO and LUMO (eV) = 6.20
- HOMO energy (eV) = -6.68
- LUMO (eV) = -0.5
- ΔE to the lowest compared entry with this formula, charge and spin (kcal/mol) = 0.0

```
! wB97M-V def2-TZVPD RIJCOSX def2/J DEFGRID3
* xyz 0 1
Pt -0.089 -0.112 0.173
Te -2.316 -2.562 -0.115
S 0.650 -2.526 1.531
Si 2.386 1.587 1.161
O -2.383 0.800 1.895
N 3.012 -3.114 0.483
N 4.280 -0.486 1.147
N 1.416 -0.410 -1.141
N 6.091 -0.126 -0.500
N 1.217 -4.168 -0.480
C -1.508 0.435 1.272
C 2.658 -0.244 -0.722
C 2.240 1.290 2.990
C -4.378 -2.645 -0.660
C 1.694 -3.307 0.427
C 5.239 -0.297 0.280
C 3.776 2.713 0.690
C 2.986 -0.256 0.639
C 0.760 1.758 0.223
C -2.837 -2.544 1.945
H -3.196 -3.531 2.224
H -4.457 -2.889 -1.716
H 3.616 -3.456 -0.248
H 3.211 0.929 3.335
H -4.842 -3.429 -0.067
H -1.957 -2.297 2.529
H 1.813 -4.599 -1.166
H 4.693 2.271 1.086
H 0.050 2.461 0.657
H 2.211 -0.716 1.251
H 3.455 -0.105 -1.453
H 3.870 2.795 -0.393
H 1.268 -0.333 -2.136
H -3.616 -1.799 2.094
H 0.932 2.028 -0.818
H -4.861 -1.690 -0.470
H 3.401 -2.382 1.076
H 1.979 2.185 3.560
H 0.218 -4.266 -0.567
H 1.488 0.525 3.193
H 3.667 3.720 1.098
*
```

***

Record 4
# C18H37O2P3Tl

A structure of composition C18H37O2P3Tl (the ωB97M-V functional and the def2-TZVPD basis, the Open Molecules 2025 dataset).

## Properties
- gap between HOMO and LUMO (eV) = 1.96
- HOMO energy (eV) = -14.15
- LUMO (eV) = -12.2
- ΔE to the lowest compared entry with this formula, charge and spin (kcal/mol) = 242.7

```
! wB97M-V def2-TZVPD RIJCOSX def2/J DEFGRID3
* xyz 3 1
Tl 0.000 0.000 0.000
P 1.653 0.991 1.233
P 1.381 -0.515 -1.786
P -0.941 1.724 -1.206
O 0.000 0.000 3.218
O -2.362 0.474 -7.095
C 0.000 0.000 2.000
C -1.707 -1.720 -6.490
C 2.296 -2.124 -1.761
C 2.466 2.592 0.751
C 2.805 0.555 -2.297
C -3.036 -3.641 -7.145
C 1.415 1.397 3.028
C -0.776 -2.013 -0.325
C 3.172 -0.053 1.445
C 0.092 2.782 -2.336
C -3.938 -2.791 -7.784
C -1.748 3.157 -0.337
C -1.922 -3.096 -6.500
C 0.556 -0.728 -3.429
C 0.287 -2.037 0.670
C -2.618 -0.877 -7.133
C -3.735 -1.411 -7.781
C -2.313 1.361 -2.412
H -4.442 -0.750 -8.281
H -2.111 3.897 -1.060
H 1.716 3.388 0.773
H 1.596 -2.958 -1.659
H -2.592 2.826 0.271
H 3.257 0.178 -3.221
H -4.809 -3.200 -8.289
H 1.237 -2.497 0.409
H 2.367 1.676 3.497
H 0.148 0.222 -3.778
H 2.482 1.585 -2.451
H -0.846 -1.286 -5.992
H 1.258 -1.108 -4.180
H 0.904 3.239 -1.763
H -3.197 -4.714 -7.149
H 1.005 0.527 3.549
H -1.016 3.634 0.322
H 2.992 -2.151 -0.919
H 2.854 2.521 -0.268
H 3.565 0.550 -1.510
H -0.590 -2.471 -1.299
H -1.797 -2.219 0.000
H -0.271 -1.433 -3.312
H -1.212 -3.748 -5.999
H -2.673 2.267 -2.916
H 3.929 0.443 2.065
H 2.856 -2.240 -2.695
H -1.955 0.650 -3.161
H 0.030 -2.245 1.704
H 2.877 -0.996 1.913
H -3.068 0.936 -7.576
H -0.518 3.575 -2.786
H 0.715 2.229 3.132
H 0.529 2.188 -3.141
H 3.609 -0.287 0.471
H 3.288 2.858 1.428
H -3.144 0.887 -1.885
*
```

***

Repeat the fourth record exactly.
# C18H37O2P3Tl

A structure of composition C18H37O2P3Tl (the ωB97M-V functional and the def2-TZVPD basis, the Open Molecules 2025 dataset).

## Properties
- gap between HOMO and LUMO (eV) = 1.96
- HOMO energy (eV) = -14.15
- LUMO (eV) = -12.2
- ΔE to the lowest compared entry with this formula, charge and spin (kcal/mol) = 242.7

```
! wB97M-V def2-TZVPD RIJCOSX def2/J DEFGRID3
* xyz 3 1
Tl 0.000 0.000 0.000
P 1.653 0.991 1.233
P 1.381 -0.515 -1.786
P -0.941 1.724 -1.206
O 0.000 0.000 3.218
O -2.362 0.474 -7.095
C 0.000 0.000 2.000
C -1.707 -1.720 -6.490
C 2.296 -2.124 -1.761
C 2.466 2.592 0.751
C 2.805 0.555 -2.297
C -3.036 -3.641 -7.145
C 1.415 1.397 3.028
C -0.776 -2.013 -0.325
C 3.172 -0.053 1.445
C 0.092 2.782 -2.336
C -3.938 -2.791 -7.784
C -1.748 3.157 -0.337
C -1.922 -3.096 -6.500
C 0.556 -0.728 -3.429
C 0.287 -2.037 0.670
C -2.618 -0.877 -7.133
C -3.735 -1.411 -7.781
C -2.313 1.361 -2.412
H -4.442 -0.750 -8.281
H -2.111 3.897 -1.060
H 1.716 3.388 0.773
H 1.596 -2.958 -1.659
H -2.592 2.826 0.271
H 3.257 0.178 -3.221
H -4.809 -3.200 -8.289
H 1.237 -2.497 0.409
H 2.367 1.676 3.497
H 0.148 0.222 -3.778
H 2.482 1.585 -2.451
H -0.846 -1.286 -5.992
H 1.258 -1.108 -4.180
H 0.904 3.239 -1.763
H -3.197 -4.714 -7.149
H 1.005 0.527 3.549
H -1.016 3.634 0.322
H 2.992 -2.151 -0.919
H 2.854 2.521 -0.268
H 3.565 0.550 -1.510
H -0.590 -2.471 -1.299
H -1.797 -2.219 0.000
H -0.271 -1.433 -3.312
H -1.212 -3.748 -5.999
H -2.673 2.267 -2.916
H 3.929 0.443 2.065
H 2.856 -2.240 -2.695
H -1.955 0.650 -3.161
H 0.030 -2.245 1.704
H 2.877 -0.996 1.913
H -3.068 0.936 -7.576
H -0.518 3.575 -2.786
H 0.715 2.229 3.132
H 0.529 2.188 -3.141
H 3.609 -0.287 0.471
H 3.288 2.858 1.428
H -3.144 0.887 -1.885
*
```